8
Properties=species:S:1:pos:R:3:forces:R:3 method="wB97M-V/def2-TZVPD" smiles="N#CC(Cl)=C=O.Cl" e_above_lowest_kj_mol=177.6 multiplicity=1 e_homo_ev=-9.92 largest_force_ha_per_bohr=0.143 energy_ev=-31706.565 orbital_gap_ev=8.32
N -0.082172 2.274010 -0.613740 -0.837 -1.124 0.930
C -0.371453 1.207835 -0.238401 0.791 5.333 -1.984
C -0.700470 -0.037247 0.040938 -1.601 -6.641 2.675
Cl -1.619606 -1.318336 -0.974214 0.996 1.741 0.528
C -0.519380 -0.722657 1.212620 -1.694 -1.468 1.931
O -0.634455 -1.413669 2.178876 1.080 2.717 -3.509
Cl 1.983493 0.389506 -1.374504 1.041 -1.917 1.568
H 1.944041 -0.379445 -0.231577 0.225 1.358 -2.140